(1)
C37H54N3OP2Ti | ωB97M-V/def2-TZVPD

Calculated total energy, eV: -87427.049
Total charge: +3
Frontier orbital gap (alpha / beta), eV: 6.129 / 6.165
LUMO (alpha / beta), eV: -10.003 / -9.963

XYZ file:
```
98
C37H54N3OP2Ti | the OMol25 dataset | ωB97M-V/def2-TZVPD
Ti -0.56 -0.11 0.39
P 3.52 0.54 0.18
P -2.88 0.17 -0.08
O 1.32 2.14 1.96
N -0.69 -0.86 2.37
N -0.83 -1.22 -1.33
N 0.47 1.89 -0.25
C 1.00 3.10 -2.67
C 4.80 0.43 2.33
C -1.52 -1.88 -3.46
C -3.03 2.53 1.45
C -1.05 -0.05 3.41
C 3.87 -0.30 -2.64
C 0.74 1.57 1.05
C 0.91 1.68 -2.58
C -3.00 -0.36 -1.90
C 0.94 1.57 -5.03
C 0.94 1.03 -1.25
C -4.90 2.07 -0.17
C -4.29 -0.72 2.17
C -1.79 -1.20 -2.27
C 0.47 -1.31 -1.72
C 4.63 -1.89 1.09
C -3.36 -2.47 0.62
C -4.04 -1.09 0.70
C -3.39 1.97 0.06
C 1.25 -0.26 -1.01
C 4.36 2.04 -1.80
C 5.87 0.06 -1.22
C 1.02 2.96 -5.10
C 2.78 -1.06 2.51
C 0.79 -2.19 -2.74
C -0.53 -2.20 2.59
C 4.44 0.53 -1.48
C -0.76 -2.75 3.85
C -1.31 -0.58 4.67
C -2.63 2.77 -1.01
C 3.94 -0.62 1.59
C -0.25 -2.45 -3.65
C -5.38 -1.19 -0.06
C 0.85 0.94 -3.78
C -1.17 -1.95 4.91
C -1.46 -2.51 6.27
C 1.03 3.72 -3.92
H -4.88 -1.53 2.64
H 3.23 -1.50 3.41
H -5.48 1.60 0.63
H 6.51 0.41 -2.04
H -2.50 -2.32 6.58
H -0.63 -3.83 3.97
H -4.86 0.21 2.29
H -5.25 -1.64 -1.04
H -0.06 -3.02 -4.55
H 0.90 0.93 -5.93
H 5.27 0.01 3.22
H 1.80 -2.58 -2.88
H 5.05 2.28 -2.61
H -0.21 -2.81 1.74
H -6.05 -1.84 0.52
H -3.13 -2.76 -0.41
H 4.00 -2.40 0.33
H -4.05 -3.22 1.03
H 6.26 0.47 -0.28
H 2.84 -0.03 -2.91
H 4.14 1.27 2.62
H -2.34 -1.97 -4.18
H -1.62 0.09 5.47
H 2.15 -1.83 2.05
H 0.76 -0.14 -3.73
H 1.03 3.43 -6.08
H -5.17 3.14 -0.17
H 4.63 2.63 -0.91
H -5.20 1.66 -1.14
H 1.80 -0.64 -0.10
H -3.03 0.56 -2.50
H 5.93 -1.03 -1.18
H -0.83 -2.04 7.04
H 4.75 -2.59 1.93
H -5.87 -0.22 -0.18
H -1.10 1.03 3.22
H 2.15 -0.22 2.82
H -2.85 3.84 -0.87
H -3.44 1.92 2.27
H -1.54 2.65 -0.92
H -2.44 -2.52 1.21
H -3.47 3.54 1.53
H 1.09 3.70 -1.75
H 1.07 4.81 -3.98
H 3.92 -1.38 -2.45
H -3.91 -0.92 -2.14
H -3.35 -0.63 2.74
H -1.29 -3.59 6.31
H 5.58 0.86 1.68
H -1.95 2.63 1.60
H 4.50 -0.09 -3.52
H -2.94 2.50 -2.03
H 5.61 -1.71 0.65
H 3.34 2.32 -2.09
```

Mulliken population analysis, charges in e, atoms 1 to 8: Ti -1.11; P -0.01; P 1.84; O -0.58; N 1.79; N 0.83; N -0.29; C -0.39



(2)
C35H57AsF6NO3SSiV | ωB97M-V/def2-TZVPD

2S+1: 4
Expectation value of S²: 3.819
Calculated total energy, eV: -166397.210
Total charge: +1
Frontier orbital gap (alpha / beta), eV: 6.318 / 5.728
LUMO (alpha / beta), eV: -3.713 / -5.262

XYZ file:
```
106
C35H57AsF6NO3SSiV | the OMol25 dataset | ωB97M-V/def2-TZVPD
As 1.71 -2.99 0.50
V 0.11 -0.26 0.05
S -2.35 -1.96 1.56
Si 2.34 1.20 -0.98
F 0.51 -2.34 1.61
F 2.79 -3.43 -0.74
F 0.60 -2.25 -0.75
F 2.36 -1.34 0.48
F 2.73 -3.45 1.77
F 0.86 -4.46 0.40
O 0.53 0.42 1.66
O -1.78 -0.87 0.64
O -0.56 -0.13 -1.61
N -0.78 1.65 0.03
C -1.56 1.88 -1.05
C 1.64 -0.04 4.14
C -2.44 2.93 -1.32
C -2.95 1.91 -3.42
C -2.11 0.82 -3.20
C -2.04 -0.27 -4.28
C 2.57 2.18 4.73
C 0.18 1.64 2.10
C -0.96 3.70 1.46
C -1.44 0.35 -5.55
C 0.22 6.45 3.43
C -3.47 -0.75 -4.59
C -5.21 4.10 -1.71
C -3.35 5.44 -2.72
C 0.42 1.39 5.74
C -4.78 4.01 -4.15
C 2.59 0.04 -2.40
C 1.27 1.41 4.47
C 0.49 2.13 3.37
C -2.28 -3.49 0.57
C -4.11 4.11 -2.78
C -1.05 5.65 3.09
C -0.65 4.23 2.69
C -3.69 -3.79 0.05
C -1.96 5.58 4.33
C -4.42 -2.45 -0.03
C 3.60 1.25 0.37
C -1.80 6.38 1.98
C 1.66 2.87 -1.42
C 0.05 3.43 3.61
C -1.22 -1.50 -3.91
C -3.14 2.96 -2.51
C -0.58 2.39 1.15
C -1.41 0.84 -2.01
C -4.12 -1.78 1.30
H -2.25 6.59 4.63
H -1.46 5.12 5.18
H -4.11 0.04 -4.98
H 0.20 2.40 6.11
H -5.38 3.10 -4.25
H 4.23 2.13 0.20
H 2.38 3.21 5.03
H -1.47 4.31 0.73
H -2.05 7.39 2.31
H -3.64 -4.30 -0.91
H 0.28 3.87 4.57
H -1.41 -0.40 -6.35
H -5.45 4.86 -4.30
H -3.44 -1.55 -5.33
H 3.14 1.70 5.53
H -4.02 6.27 -2.91
H 3.62 0.15 -2.75
H -2.55 5.47 -3.46
H -4.34 -0.71 1.36
H -4.02 -1.84 -0.84
H -4.80 4.24 -0.71
H -3.50 1.94 -4.35
H 2.16 -0.47 5.00
H 1.43 3.47 -0.53
H -2.01 1.20 -5.91
H 0.89 6.51 2.57
H -2.90 5.61 -1.74
H -5.91 4.92 -1.89
H -1.59 -3.23 -0.24
H 2.47 3.38 -1.96
H 2.31 -0.12 3.28
H -0.53 0.88 5.57
H -0.17 -1.27 -3.75
H -2.86 5.01 4.11
H -2.73 5.87 1.72
H 0.95 0.86 6.53
H 2.46 -1.01 -2.12
H 3.12 1.38 1.34
H -1.19 6.48 1.07
H 3.20 2.20 3.84
H -1.28 -2.22 -4.73
H 0.77 6.01 4.26
H -5.76 3.16 -1.72
H -1.59 -1.99 -3.01
H -4.05 4.03 -4.96
H -5.49 -2.57 -0.19
H -2.62 3.70 -0.59
H -3.95 -1.15 -3.69
H -1.82 -4.28 1.16
H 0.79 2.83 -2.08
H -0.05 7.47 3.72
H 1.90 0.27 -3.22
H 0.77 -0.66 3.94
H -4.21 -4.45 0.75
H 4.21 0.36 0.40
H -4.62 -2.28 2.13
H -0.41 0.68 -5.37
```

Mulliken population analysis, charges in e, atoms 1 to 8: As 2.20; V -0.23; S 0.09; Si 0.56; F -0.45; F -0.46; F -0.52; F -0.56



(3)
C5H6O3 | ωB97M-V/def2-TZVPD

Calculated total energy, eV: -11417.869
Frontier orbital gap, eV: 10.123
LUMO, eV: 0.423

XYZ file:
```
14
C5H6O3 | the OMol25 dataset | ωB97M-V/def2-TZVPD
O -0.61 1.57 0.00
O 1.95 -0.86 0.07
O -2.35 -0.39 -0.21
C -1.25 -0.59 0.74
C 1.09 0.25 -0.08
C 0.01 0.59 -0.99
C -0.20 0.55 0.85
C -0.96 -0.75 -0.64
H -0.77 -1.84 -1.13
H 0.11 1.33 1.65
H 1.80 1.11 0.05
H -1.63 -1.29 1.62
H 2.93 -0.69 -0.01
H -0.14 1.02 -1.92
```

natural (NBO) population analysis, charges in e, atoms 1 to 8: O -0.49; O -0.72; O -0.47; C -0.02; C 0.07; C 0.04; C 0.03; C 0.01



(4)
CBr2S3 | ωB97M-V/def2-TZVPD

Calculated total energy, eV: -173624.236
Frontier orbital gap (alpha / beta), eV: 4.768 / 4.759
LUMO (alpha / beta), eV: -3.780 / -3.786

XYZ file:
```
6
CBr2S3 | the OMol25 dataset | ωB97M-V/def2-TZVPD
Br -2.84 0.90 -0.20
Br 1.86 0.22 -2.53
S -1.28 0.79 -1.59
S 1.52 -0.50 0.02
S -0.75 -0.11 1.96
C 0.22 -0.14 0.80
```

List of natural (NBO) charges in e, atom by atom: Br 0.06; Br -0.26; S -0.10; S 0.49; S 0.35; C -0.53



(5)
C13H20N2O3 | ωB97M-V/def2-TZVPD

Calculated total energy, eV: -22927.930
SMILES: Cc1ccc(C(=O)NCCCN2CCOCC2)o1
Frontier orbital gap, eV: 9.061
LUMO, eV: 0.693

XYZ file:
```
38
C13H20N2O3 | the OMol25 dataset | ωB97M-V/def2-TZVPD
O 2.94 0.30 -0.03
O -3.27 -2.21 -0.06
O 0.09 -0.56 -2.00
N -1.88 0.20 0.44
N 0.66 1.40 -1.00
C -3.31 0.20 0.21
C -1.49 -1.03 1.09
C 2.65 -1.71 -0.95
C 4.00 -0.47 0.31
C -1.38 1.40 1.07
C -0.59 2.08 -1.24
C 0.86 0.10 -1.32
C 5.06 0.13 1.16
C 2.12 -0.45 -0.80
C -1.88 -2.20 0.18
C -1.25 2.55 0.06
C -3.66 -1.00 -0.67
C 3.86 -1.71 -0.23
H -2.02 1.72 1.92
H -3.59 1.12 -0.31
H -3.87 0.14 1.16
H 1.34 1.86 -0.41
H -0.65 3.34 0.52
H -1.98 -1.15 2.08
H -1.64 -3.16 0.65
H -0.39 1.17 1.48
H -0.43 2.93 -1.90
H 4.54 -2.53 -0.12
H -4.74 -1.07 -0.82
H -1.23 1.35 -1.74
H -1.33 -2.10 -0.77
H 2.21 -2.51 -1.50
H 4.65 0.45 2.12
H -3.15 -0.90 -1.64
H 5.84 -0.60 1.33
H 5.49 1.00 0.67
H -2.23 2.96 -0.18
H -0.40 -1.04 1.23
```

natural (NBO) population analysis, charges in e, atoms 1 to 8: O -0.42; O -0.53; O -0.62; N -0.46; N -0.61; C -0.25; C -0.24; C -0.23



(6)
C6H13NO | ωB97M-V/def2-TZVPD

Calculated total energy, eV: -9968.215
SMILES: C=C(/C=C/C)NC.O
Frontier orbital gap, eV: 8.537
LUMO, eV: 0.592

XYZ file:
```
21
C6H13NO | the OMol25 dataset | ωB97M-V/def2-TZVPD
O -2.05 -1.71 2.56
N 1.09 1.47 1.02
C 2.13 -0.55 0.23
C -0.05 0.02 -0.76
C 0.14 -0.43 -2.01
C -1.03 -0.90 -2.79
C -0.16 2.28 0.96
C 1.07 0.25 0.18
H 2.04 -1.40 -0.41
H -1.37 -1.85 -2.33
H 1.14 -0.69 -2.30
H 1.24 1.05 1.94
H 2.89 -0.53 1.01
H -2.35 -2.46 2.05
H -0.96 -0.86 -3.87
H -0.24 2.57 -0.08
H -1.09 1.75 1.23
H -0.05 3.05 1.72
H -2.70 -1.07 2.25
H -1.97 -0.34 -2.54
H -0.97 0.44 -0.38
```

natural (NBO) population analysis, charges in e, atoms 1 to 8: O -0.92; N -0.61; C -0.46; C -0.26; C -0.15; C -0.66; C -0.42; C 0.15



Relative energy (zero: lowest compared OMol25 entry of this formula, charge and spin) values (in kcal/mol) by entry order: 124.7, 45.3, 150.9, 71.8, 16.7, 68.3.